Density functional theory data (wB97M-V/def2-TZVPD) for a molecular structure, C7H7N at a distorted geometry.

Geometry as XYZ:
```
15
Properties=species:S:1:pos:R:3:nbo_charge:R:1
C -0.746 -1.143 0.673 -0.175
C 0.339 -1.361 -0.059 -0.214
C 1.515 0.246 1.556 0.206
C -1.111 0.188 0.081 -0.442
C 1.522 0.877 0.228 -0.484
C 1.634 -0.911 2.429 0.092
C 0.337 0.088 -0.555 -0.189
N 1.095 0.328 2.780 -0.379
H -1.278 -1.763 1.417 0.215
H -1.928 0.417 -0.608 0.227
H -1.119 0.977 0.802 0.197
H 1.274 1.995 0.408 0.230
H 2.492 0.770 -0.281 0.256
H 0.930 -2.308 -0.017 0.239
H 0.237 0.345 -1.662 0.222
```

ΔE to the lowest compared entry with this formula, charge and spin: 5.3421 eV
E_tot: -8856.282 eV
net charge: 0
HOMO level: -9.3 eV
spin multiplicity: 1
lowest unoccupied orbital energy: 0.812 eV
frontier orbital gap: 10.118 eV

Density functional theory data (wB97M-V/def2-TZVPD) for a gas-phase ion, C7H7N2O2S (charge -1) at a distorted geometry.

Geometry as XYZ:
```
19
Properties=species:S:1:pos:R:3:nbo_charge:R:1
N 1.488 2.805 1.872 -0.801
C 1.444 1.653 1.144 0.274
S 2.151 0.233 1.612 -0.382
N 1.015 1.951 -0.065 -0.658
C 0.290 1.241 -0.855 0.697
O 0.173 1.417 -2.066 -0.676
C -0.625 0.102 -0.267 -0.424
C -1.019 0.075 0.961 0.716
O -1.576 0.338 1.998 -0.519
C -0.760 -1.003 -1.219 -0.213
C -0.106 -2.335 -0.807 -0.419
C -1.621 -2.248 -1.014 -0.436
H 1.193 3.703 1.498 0.385
H 2.133 2.862 2.590 0.371
H -0.517 -0.609 -2.130 0.255
H 0.297 -2.441 0.165 0.217
H 0.550 -2.912 -1.321 0.202
H -2.121 -2.655 -1.922 0.204
H -2.387 -2.177 -0.175 0.207
```

SMILES: NC(=S)/N=C(/[O-])C(=C=O)C1CC1
ΔE to the lowest compared entry with this formula, charge and spin: 1.1669 eV
E_tot: -25282.303 eV
net charge: -1
HOMO level: -4.1 eV
spin multiplicity: 1
lowest unoccupied orbital energy: 3.536 eV
frontier orbital gap: 7.660 eV

> The lowest ΔE to the lowest compared entry with this formula, charge and spin belongs to which entry?

C7H7N2O2S